Here is a structure of composition C47H75GeIrN2O4P2Si3 at a distorted geometry from the OMol25 dataset. Energies are from ωB97M-V/def2-TZVPD.

Computed properties:
LUMO energy (spin up / spin down) = 2.031 / 2.239 eV
<S²> = 0.8263
gap between HOMO and LUMO (spin up / spin down) = 6.4 / 7.0 eV
HOMO level (spin up / spin down) = -4.36 / -4.79 eV

Geometry as ORCA input:
```
! RIJCOSX wB97M-V def2-TZVPD def2/J DEFGRID3
* xyz -1 2
Ir 0.58338 -0.15519 0.14816
C -2.29758 4.20937 -0.91521
Si -1.34032 2.91797 0.05792
C 0.32686 3.68028 0.42472
C -2.17790 2.62190 1.70019
N -1.05679 1.51163 -0.85914
P -1.74794 0.06361 -1.13943
C -1.10050 -0.97410 0.29227
P -0.95971 -1.43198 2.00469
N 0.13493 -0.39326 2.47866
Si 0.93383 -0.05265 3.96488
C 2.77125 -0.24970 3.76617
C 0.56070 1.71602 4.44647
C 0.44587 -1.18507 5.37952
C -0.28870 -3.13301 1.88344
C 1.05474 -3.31392 2.18192
C 1.63532 -4.57400 2.07701
C 0.87670 -5.65486 1.65994
C -0.45886 -5.47762 1.32401
C -1.03593 -4.21789 1.43270
C -2.24910 -1.49000 3.30591
C -2.97845 -2.62540 3.61374
C -3.97088 -2.58334 4.59254
C -4.23606 -1.39805 5.25466
C -3.51649 -0.25635 4.94635
C -2.53198 -0.30387 3.96442
C -2.50639 -0.02451 -2.88090
C -1.94451 0.75360 -3.89816
C -2.43281 0.69398 -5.19805
C -3.48146 -0.16299 -5.51786
C -4.04972 -0.94457 -4.52099
C -3.57538 -0.85532 -3.21462
C -3.50183 0.29066 -0.39398
C -4.05408 -0.48840 0.61443
C -5.28897 -0.18940 1.19670
C -6.01146 0.90387 0.75180
C -5.50797 1.66920 -0.30080
C -4.27957 1.35928 -0.86355
H -1.95520 5.21607 -0.64396
H -3.37609 4.16244 -0.73482
H -2.12017 4.06749 -1.98755
H 0.25408 4.51241 1.13755
H 0.77824 4.05899 -0.49979
H 1.00648 2.92783 0.84362
H -1.94804 3.41391 2.42324
H -1.77726 1.68063 2.08683
H -3.26519 2.52442 1.61119
H 3.06424 -0.13940 2.71925
H 3.10563 -1.24198 4.09345
H 3.31543 0.49685 4.35744
H 0.38589 2.31246 3.54302
H 1.40271 2.16012 4.98984
H -0.32778 1.79762 5.08412
H 0.63508 -2.22981 5.10578
H -0.60713 -1.09752 5.66369
H 1.05300 -0.95587 6.26374
H 1.65997 -2.45628 2.45847
H 2.68768 -4.69756 2.30283
H 1.33173 -6.63388 1.57009
H -1.04728 -6.31179 0.96115
H -2.06657 -4.08098 1.11870
H -2.76578 -3.56495 3.12169
H -4.52818 -3.48020 4.83082
H -5.00738 -1.36447 6.01484
H -3.71229 0.67443 5.46452
H -1.96669 0.58616 3.72550
H -1.12528 1.42123 -3.65032
H -1.98830 1.31530 -5.96941
H -3.86109 -0.20933 -6.53254
H -4.86960 -1.61483 -4.75732
H -4.05483 -1.44476 -2.43822
H -3.52198 -1.36886 0.95445
H -5.67282 -0.81138 1.99955
H -6.95900 1.16029 1.21184
H -6.07974 2.50925 -0.68030
H -3.90379 1.95925 -1.68523
C 3.84469 3.25646 -0.66912
C 4.73260 2.58095 0.36948
C 6.06644 3.29963 0.46357
C 4.04380 2.56836 1.72940
O 5.04725 1.24237 -0.04399
Si 4.06922 -0.08182 -0.20273
O 2.53823 0.28309 -0.03193
O 4.51501 -1.18072 0.94254
C 5.77370 -1.72729 1.31848
C 6.77460 -1.70811 0.16616
C 6.30842 -0.90663 2.48808
C 5.49986 -3.16009 1.75053
O 4.47327 -0.78966 -1.63753
C 4.54060 -0.24853 -2.96302
C 5.80634 0.59223 -3.11408
C 4.59527 -1.44443 -3.89904
C 3.30350 0.59101 -3.25115
H 3.63285 4.28939 -0.37880
H 2.89704 2.72251 -0.76004
H 4.34280 3.26242 -1.64282
H 5.91772 4.36392 0.66332
H 6.61362 3.18969 -0.47602
H 6.67197 2.87206 1.26734
H 3.82997 3.59023 2.05674
H 4.68494 2.08484 2.47379
H 3.10168 2.01891 1.67128
H 7.00588 -0.67933 -0.12874
H 6.36664 -2.22383 -0.70616
H 7.69958 -2.20119 0.47786
H 6.43260 0.13467 2.17631
H 7.27532 -1.29041 2.82746
H 5.60079 -0.93464 3.32020
H 5.09473 -3.72926 0.90874
H 4.76102 -3.16471 2.55749
H 6.41379 -3.64640 2.10429
H 6.69511 -0.04387 -3.06088
H 5.87188 1.32904 -2.31167
H 5.80448 1.11270 -4.07645
H 5.48430 -2.04460 -3.68801
H 4.63103 -1.11686 -4.94208
H 3.71255 -2.06885 -3.75693
H 3.28632 1.49457 -2.63500
H 2.40630 0.02527 -3.01382
H 3.27545 0.88518 -4.30487
C 1.66302 -3.27785 -1.57475
Ge 0.15612 -2.39330 -2.44918
C 0.46283 -2.33568 -4.38396
C -1.41804 -3.53174 -2.18856
C -0.08952 -0.58791 -1.78690
H 2.07407 -4.08430 -2.19067
H 1.33180 -3.70523 -0.62220
H 2.45057 -2.55130 -1.36406
H 0.91202 -3.26493 -4.75039
H 1.12647 -1.50590 -4.63485
H -0.49136 -2.17978 -4.89808
H -1.19716 -4.55466 -2.51003
H -2.25777 -3.15164 -2.77361
H -1.70492 -3.55519 -1.13449
H 0.31597 0.15114 -2.48430
*
```